Computed, not measured: a cluster of 15 separate species, C47H135N11O15 in total at a distorted geometry, with ωB97M-V with the def2-TZVPD basis set.

Element x y z (Å)
O -6.177 -4.171 -4.493
O 4.368 2.438 -0.393
O 1.257 -4.235 1.637
O -2.452 1.112 0.778
O 3.968 3.762 3.928
O 0.062 -0.264 0.051
O 0.897 -1.852 4.900
O -1.019 3.987 -5.244
O -3.440 -3.162 3.542
O -1.846 -2.404 -4.601
O 2.533 -1.416 -3.476
O -0.117 5.641 5.470
O 3.929 -2.990 5.671
O 2.560 0.503 1.230
O 1.415 4.018 -1.196
N 7.614 4.164 3.740
N -2.724 -0.191 -6.108
N -1.304 6.671 2.190
N -0.442 0.600 -4.022
N -1.270 -2.768 1.725
N 0.255 -2.046 7.436
N -4.172 1.339 -2.509
N 2.667 -1.079 -6.323
N -4.916 -1.492 -4.010
N 0.326 7.183 -2.725
N 3.026 -6.569 3.923
C 0.445 5.013 -1.558
C 2.270 -4.734 2.472
C 5.236 3.780 3.248
C 4.372 2.949 -1.759
C 2.980 -0.995 -2.180
C 1.067 2.153 -5.118
C -0.240 -3.034 6.548
C -1.983 4.578 -6.101
C 1.426 -4.651 0.241
C -1.615 4.335 3.147
C -1.593 -3.452 7.043
C -0.827 -2.913 -3.800
C -2.771 0.381 1.982
C -1.326 5.848 3.418
C 3.318 -3.551 6.858
C 1.037 -1.172 3.676
C 0.767 4.594 5.862
C 0.792 2.917 -0.483
C -1.400 2.784 -4.550
C -6.135 -3.516 -3.227
C 6.250 4.252 4.231
C -3.434 1.009 -0.228
C -2.568 -1.505 -6.726
C 3.538 -2.056 -4.212
C 2.038 6.761 -0.970
C -3.155 1.783 -1.514
C 2.088 -6.230 2.874
C -3.097 -4.211 2.602
C 6.004 5.731 4.631
C -3.313 3.292 -1.096
C 1.232 6.176 -2.110
C -2.496 -3.458 1.395
C -2.223 -4.471 0.299
C 0.012 6.030 4.104
C -1.507 -2.304 -5.982
C -0.141 2.016 -4.169
C 3.068 3.008 3.168
C -2.003 -1.231 -8.098
C -4.220 -3.567 4.614
C 0.656 -6.631 3.413
C 2.976 -2.327 -5.613
C -4.857 -2.690 -3.161
C -0.319 -2.522 5.128
C 3.527 -0.408 1.596
C 3.863 -3.292 -6.434
C -4.693 -2.248 -1.691
C -7.385 -4.767 -4.699
H 4.514 -1.477 -4.234
H 0.734 5.372 3.619
H 5.083 5.627 5.302
H 1.936 -0.629 3.774
H 2.902 7.271 -1.371
H 3.956 -6.261 3.585
H 1.957 1.637 -4.636
H 6.185 3.607 5.095
H 0.480 -7.724 3.509
H -0.474 -1.454 7.830
H -1.495 -3.313 -6.467
H -1.547 -3.683 8.082
H 0.244 3.245 0.449
H -0.545 -3.446 1.845
H -3.615 -0.078 -0.397
H 0.622 3.758 5.227
H -3.999 -3.333 -3.438
H 2.321 -0.183 -1.907
H 3.996 -0.595 -2.230
H -1.114 -0.707 -7.924
H -6.184 -4.300 -2.429
H 3.291 -3.562 -7.315
H -1.472 5.287 -6.824
H 1.722 0.035 1.009
H 6.758 6.254 5.281
H -1.256 -2.999 -2.806
H 2.281 -6.941 2.069
H -2.825 5.085 -5.609
H 0.176 -0.427 3.538
H -3.158 -4.902 -0.062
H 4.675 2.150 -2.407
H -2.893 3.958 -1.839
H 2.523 5.996 -0.350
H 0.458 -3.875 6.556
H 4.157 -4.214 -5.997
H 1.864 4.857 5.915
H 0.347 7.079 4.081
H 3.692 -3.044 -3.795
H -1.070 7.614 2.449
H -3.902 -4.877 2.289
H -5.164 -4.060 4.225
H -0.611 0.413 0.252
H -0.821 3.802 2.619
H -0.248 6.785 -3.431
H -0.264 4.669 -2.358
H -3.556 -1.997 -6.677
H 3.461 2.027 2.908
H -3.728 -4.274 5.301
H -5.767 -0.926 -3.827
H 0.083 2.474 -1.190
H 4.759 -2.718 -6.700
H 4.312 -0.618 0.830
H -2.214 6.752 1.819
H 0.953 -1.517 6.889
H -4.370 3.475 -0.905
H -2.570 4.260 2.567
H -0.226 -6.214 2.898
H -2.356 -2.694 6.826
H 4.112 -0.024 2.423
H 2.140 -2.889 -5.264
H 0.487 -6.201 4.380
H -7.391 -5.090 -5.719
H 1.304 3.217 -5.317
H -6.992 -2.839 -3.168
H -4.808 -3.084 -0.967
H 1.036 -1.942 2.918
H -2.028 2.933 -3.649
H -8.148 -3.953 -4.603
H 1.776 -0.671 -6.029
H 5.763 6.500 3.792
H 1.463 -5.709 0.122
H 2.135 2.814 3.774
H 8.282 4.463 4.475
H -2.637 -0.554 -8.607
H -0.496 -3.392 4.490
H 3.190 -1.407 1.914
H -1.979 2.113 -5.207
H 3.946 -2.033 5.656
H 2.439 -4.285 -0.084
H 7.686 3.218 3.464
H -2.766 3.484 -0.171
H 2.113 -4.152 3.366
H -1.217 -1.919 5.007
H -0.178 5.396 -0.709
H 0.459 0.207 -3.661
H -3.039 -0.662 1.752
H 3.338 -0.353 -6.045
H 2.755 3.494 2.262
H -5.474 -1.501 -1.365
H 1.486 7.466 -0.349
H 5.051 3.774 -1.698
H -1.648 -4.011 -0.518
H -1.095 0.470 -3.274
H -4.841 -1.765 -5.003
H -2.451 3.863 -6.721
H -4.378 1.365 0.225
H 0.027 -2.156 -3.710
H -4.506 -2.745 5.256
H -1.926 -4.422 6.663
H 3.368 3.262 -2.004
H 0.508 4.326 6.908
H 3.557 1.908 -0.269
H -2.121 1.566 -1.783
H -3.920 0.477 -2.931
H 3.833 -4.495 7.108
H -7.712 -5.550 -3.966
H -0.299 7.404 -1.967
H 1.891 5.783 -2.909
H -1.962 0.535 2.661
H 2.887 -1.716 -1.414
H -1.825 -2.225 -8.587
H 3.370 -2.858 7.618
H -0.524 -3.926 -4.142
H -3.362 -0.286 -5.319
H -1.878 3.909 4.149
H 3.331 -4.549 2.188
H 1.630 2.222 -0.300
H 0.106 2.470 -3.190
H -2.363 -4.851 3.071
H -3.662 0.823 2.527
H -1.970 6.145 4.266
H 5.144 4.313 2.307
H -1.381 -2.128 2.494
H 5.465 2.715 2.912
H -0.281 -1.131 0.347
H -3.707 -1.775 -1.546
H -0.480 -1.953 -6.072
H 0.845 1.555 -6.011
H -3.285 -2.812 1.094
H -4.260 2.004 -3.212
H 2.858 -5.966 4.759
H 0.649 -4.045 -0.256
H -1.848 0.190 -5.767
H -1.538 -5.199 0.725
H 2.290 -3.849 6.709

Computed properties:
Frontier orbital gap, eV: 9.0
Multiplicity: 1
Total charge: 0
Total energy, Ha: -3602.2724
Energy relative to the best compared isomer or geometry (same formula, charge and spin), eV: 0.5829